1.
{"formula": "C3H6N2O", "method": "ωB97M-V/def2-TZVPD", "total_charge": 0, "smiles": "CNC=O.C#N", "total_energy_ev": -8235.4196, "e_homo_ev": -10.332, "homo_lumo_gap_ev": 11.15, "e_above_lowest_kcal_mol": 29.5, "elements": ["C", "N", "C", "N", "C", "O", "H", "H", "H", "H", "H", "H"], "xyz": [[-1.35696, 0.29103, 0.91889], [0.14402, -1.49277, -3.14111], [1.00200, -0.98846, -2.55477], [-0.09573, -0.08892, 0.31719], [1.05113, 0.61630, 0.41810], [2.10405, 0.33434, -0.13689], [-1.66021, -0.41545, 1.69926], [-1.25414, 1.28333, 1.36656], [-2.14615, 0.33907, 0.16239], [1.74712, -0.52043, -1.92142], [-0.07402, -0.91633, -0.26464], [0.94970, 1.50582, 1.06682]], "forces_ev_per_angstrom": [[-0.1, 0.1, 0.1], [0.9, 0.5, 0.6], [-0.7, -0.5, -0.5], [0.3, 0.0, -0.1], [0.0, 0.0, -0.1], [-0.3, 0.0, 0.2], [0.1, 0.1, -0.1], [0.0, -0.2, 0.0], [0.1, 0.0, 0.1], [-0.1, 0.0, -0.1], [0.0, 0.1, 0.1], [0.0, -0.1, -0.1]], "mulliken_charge": [-0.764, -0.382, 0.038, -0.093, 0.202, -0.635, 0.272, 0.274, 0.294, 0.343, 0.197, 0.254]}

2.
{"formula": "C3H6N2O", "method": "ωB97M-V/def2-TZVPD", "total_charge": 0, "smiles": "NC(=O)N1CC1", "total_energy_ev": -8235.3020, "e_homo_ev": -9.951, "homo_lumo_gap_ev": 10.84, "e_above_lowest_kcal_mol": 32.2, "elements": ["N", "C", "O", "N", "C", "C", "H", "H", "H", "H", "H", "H"], "xyz": [[-1.41260, 0.16138, 1.04570], [-1.20147, 0.34871, -0.29714], [-1.87650, 1.09740, -0.96863], [-0.11793, -0.36473, -0.86820], [1.17708, 0.29340, -0.87442], [0.95566, -0.94858, -0.09232], [-1.03021, -0.63483, 1.52717], [-2.28060, 0.53669, 1.39632], [1.72598, 0.28206, -1.81099], [1.26349, 1.21309, -0.29609], [1.31190, -1.90283, -0.47311], [0.95662, -0.85651, 0.99235]], "forces_ev_per_angstrom": [[-0.2, -0.1, 0.0], [0.0, 0.1, -0.1], [0.3, -0.1, 0.3], [-0.3, 0.0, 0.0], [0.2, 0.2, -0.1], [0.1, -0.1, 0.2], [-0.1, 0.1, -0.1], [0.1, -0.1, 0.0], [-0.1, 0.0, 0.1], [0.0, -0.1, -0.1], [-0.1, 0.2, 0.1], [0.0, 0.0, -0.2]], "mulliken_charge": [-0.382, 0.560, -0.583, -0.259, -0.376, -0.367, 0.201, 0.242, 0.222, 0.233, 0.218, 0.291]}